one.
DFT (ωB97M-V with the def2-TZVPD basis set) results for C7H7N in the gas phase.

Results
- HOMO: -6.506 eV
- M: 105.14 g/mol

Last column: Löwdin charge in e.
Cartesian coordinates (Å):
C: 1.460 0.190 1.279  -0.0365
C: 0.426 0.074 2.161  -0.1578
C: -0.757 -0.430 1.472  -0.0604
C: -1.435 -0.327 -1.167  -0.0681
C: -0.451 -0.136 -2.093  -0.1847
C: 0.824 -0.003 -1.547  -0.1210
C: 0.729 0.373 -0.188  -0.2636
H: 2.392 0.856 1.598  0.1246
H: 0.567 0.354 3.281  0.1308
H: -1.876 -0.554 1.615  0.1212
H: -2.595 -0.453 -1.104  0.1326
H: -0.641 0.160 -3.199  0.1345
H: 1.732 0.069 -2.341  0.1411
H: 0.519 1.450 -0.068  0.1797
N: -0.698 -0.046 0.101  -0.0722

two.
DFT (ωB97M-V with the def2-TZVPD basis set) results for a 2-piece molecular cluster, C7H7N overall.

Results
- HOMO: -9.449 eV
- M: 105.14 g/mol
- SMILES string: c1ccncc1.C#C

Last column: Löwdin charge in e.
Cartesian coordinates (Å):
C: 1.045 -0.863 0.351  -0.0709
C: 1.933 -0.115 1.065  -0.1237
C: 2.075 1.185 0.818  -0.1708
N: 1.371 1.766 -0.157  0.0479
C: 0.371 1.079 -0.652  -0.1883
C: 0.166 -0.287 -0.600  -0.0564
H: 1.184 -1.946 0.374  0.1087
H: 2.363 -0.548 1.997  0.1224
H: 2.621 1.928 1.397  0.1118
H: -0.257 1.764 -1.336  0.1304
H: -0.630 -0.667 -1.110  0.0150
C: -2.946 -1.079 -1.067  -0.0445
C: -2.887 -0.534 -0.016  -0.0443
H: -3.156 -1.427 -2.127  0.0711
H: -3.254 -0.256 1.062  0.0918

three.
DFT (ωB97M-V with the def2-TZVPD basis set) results for C7H7N in the gas phase.

Results
- HOMO: -8.814 eV
- M: 105.14 g/mol
- SMILES string: CC1=C(C#N)CC=C1

Last column: Löwdin charge in e.
Cartesian coordinates (Å):
C: -0.057 2.044 0.121  -0.0226
C: 0.170 0.556 0.044  -0.1971
C: -0.764 -0.442 -0.047  -0.2451
C: -2.127 -0.158 -0.080  -0.2025
N: -3.217 0.206 -0.175  0.1544
C: -0.119 -1.789 -0.046  -0.1438
C: 1.305 -1.429 0.112  -0.0835
C: 1.503 -0.079 0.029  -0.0193
H: 0.714 2.692 0.571  0.0877
H: -0.984 2.282 0.376  0.0118
H: 0.012 2.511 -0.945  0.1264
H: -0.347 -2.156 -1.142  0.1770
H: -0.637 -2.509 0.636  0.1420
H: 2.112 -2.146 0.265  0.1047
H: 2.436 0.418 0.282  0.1098

List of relative energies, unit kJ/mol: one 403.5; two 219.5; three 0.0

one.
DFT (ωB97M-V with the def2-TZVPD basis set) results for C3H7OPS in the gas phase.

Results
- HOMO: -9.575 eV
- M: 122.13 g/mol
- SMILES string: C=C[P@](C)(O)=S

Last column: Löwdin charge in e.
Cartesian coordinates (Å):
C: 0.101 2.377 -0.076  -0.0396
C: 0.443 1.109 -0.138  -0.2661
P: -0.891 -0.247 -0.137  0.4200
C: -0.123 -1.469 0.933  -0.2339
O: -0.002 -1.149 -1.793  -0.2717
S: -2.760 0.217 -0.187  0.2334
H: 0.677 3.251 -0.264  0.0534
H: -0.962 2.572 -0.164  0.0299
H: 1.339 0.543 -0.092  0.0478
H: -0.210 -1.132 1.917  0.0340
H: -0.525 -2.455 0.790  0.0584
H: 0.873 -1.466 0.609  0.0230
H: -0.724 -1.174 -2.321  -0.0887

two.
DFT (ωB97M-V with the def2-TZVPD basis set) results for C3H7OPS in the gas phase.

Results
- HOMO (spin up / spin down): -8.516 / -8.515 eV
- M: 122.13 g/mol
- SMILES string: CPOC(C)=S

Last column: Löwdin charge in e.
Cartesian coordinates (Å):
C: -2.088 0.287 0.893  -0.3879
P: -1.438 -1.305 0.312  0.8910
O: 0.190 -0.766 0.123  -0.4486
C: 1.068 -0.311 -0.760  -0.9056
C: 2.348 0.121 -0.098  -0.0808
S: 0.839 0.072 -2.369  0.6251
H: -3.091 0.243 1.299  0.0151
H: -2.305 1.134 0.181  0.0501
H: -1.383 0.886 1.578  0.0688
H: -1.820 -1.195 -1.228  -0.0125
H: 2.135 0.151 0.862  0.0205
H: 2.509 1.226 -0.412  0.1258
H: 3.036 -0.543 -0.382  0.0391

List of relative energies, unit kJ/mol: one 0.0; two 65.4

one.
DFT (ωB97M-V with the def2-TZVPD basis set) results for C3H6O3S in the gas phase.

Results
- HOMO: -9.255 eV
- M: 122.14 g/mol
- SMILES string: O=CC[C@H](O)SO

Last column: Löwdin charge in e.
Cartesian coordinates (Å):
O: -1.206 1.154 0.991  0.0507
C: -1.176 0.894 -0.187  -0.2698
C: -0.624 -0.386 -0.678  -0.1706
C: 0.439 -1.073 0.227  -0.5911
O: 0.126 -1.242 1.584  -0.0524
S: 2.060 -0.160 -0.078  0.9098
O: 1.555 1.404 -0.570  -0.4309
H: -1.848 1.420 -0.882  0.1287
H: -1.405 -1.127 -0.767  0.1233
H: -0.036 -0.137 -1.656  0.1431
H: 0.757 -2.057 -0.278  0.1250
H: -0.245 -0.535 2.060  0.0559
H: 1.604 1.845 0.233  -0.0219

two.
DFT (ωB97M-V with the def2-TZVPD basis set) results for C3H6O3S in the gas phase.

Results
- HOMO: -10.488 eV
- M: 122.14 g/mol

Last column: Löwdin charge in e.
Cartesian coordinates (Å):
C: 0.717 -0.995 -0.550  -0.1764
C: 0.085 0.209 -0.553  -0.0748
C: -0.784 0.511 0.634  -0.0607
O: 1.732 -0.623 1.799  -0.2865
O: 2.999 0.282 -0.006  -0.2781
O: 2.964 -2.072 0.288  -0.2223
S: 2.365 -0.866 0.559  0.4155
H: 0.251 -1.750 0.002  0.0964
H: 1.269 -1.285 -1.463  0.1236
H: 0.205 0.984 -1.274  0.1220
H: -0.931 1.628 0.713  0.0941
H: -0.137 0.041 1.500  0.1087
H: -1.852 0.006 0.556  0.1385

List of relative energies, unit kJ/mol: one 0.0; two 107.3

one.
DFT (ωB97M-V with the def2-TZVPD basis set) results for an isolated ion of composition C3H8O2 and charge +1.

Results
- HOMO (spin up / spin down): -16.809 / -15.275 eV
- M: 76.09 g/mol
- Multiplicity: 2
- Charge: +1

Last column: Löwdin charge in e.
Cartesian coordinates (Å):
C: 0.390 -0.922 0.681  -0.1988
O: 0.259 -2.250 0.114  0.0551
C: 0.564 0.071 -0.444  -0.0764
C: -0.667 0.905 -0.430  -0.2538
O: -0.250 2.198 -0.225  0.1196
H: -0.445 -0.716 1.414  0.1523
H: 1.115 -1.051 1.451  0.1272
H: -0.512 -2.201 -0.654  0.2227
H: 1.518 0.622 -0.290  0.1746
H: 0.584 -0.369 -1.382  0.1205
H: -1.188 0.903 -1.425  0.1649
H: -1.410 0.632 0.391  0.1657
H: 0.042 2.178 0.799  0.2263

two.
DFT (ωB97M-V with the def2-TZVPD basis set) results for a 2-piece molecular cluster, C3H8O2 overall.

Results
- HOMO (spin up / spin down): -16.297 / -14.276 eV
- M: 76.09 g/mol
- Multiplicity: 2
- Charge: +1

Last column: Löwdin charge in e.
Cartesian coordinates (Å):
O: -3.090 1.278 0.512  0.1168
C: -2.321 1.760 -0.293  -0.0338
H: -2.414 1.543 -1.406  0.1443
H: -1.624 2.504 0.034  0.1038
C: 0.883 -0.260 -0.294  -0.2327
O: 0.723 0.533 0.835  0.1445
C: 1.417 -1.615 0.078  -0.0013
H: -0.071 -0.379 -0.715  0.1218
H: 1.546 0.205 -0.992  0.1377
H: -0.073 0.237 1.408  0.1993
H: 1.792 -1.599 1.171  0.1364
H: 0.828 -2.423 0.049  0.0449
H: 2.402 -1.785 -0.387  0.1183

three.
DFT (ωB97M-V with the def2-TZVPD basis set) results for a 2-piece molecular cluster, C3H8O2 overall.

Results
- HOMO (spin up / spin down): -16.108 / -13.533 eV
- M: 76.09 g/mol
- Multiplicity: 2
- Charge: +1

Last column: Löwdin charge in e.
Cartesian coordinates (Å):
C: -0.606 3.272 2.869  -0.0792
C: -1.481 1.989 2.492  -0.0731
H: 0.184 2.982 3.645  0.1049
H: -0.320 3.733 1.874  0.1146
H: -1.238 4.010 3.319  0.0671
H: -1.017 1.113 1.962  0.1006
H: -2.389 2.305 1.953  0.0865
H: -1.671 1.284 3.399  0.1424
O: 0.343 -2.912 -2.647  0.2523
C: 1.155 -2.232 -2.017  -0.0952
O: 0.698 -0.950 -1.447  0.0755
H: 2.256 -2.352 -2.136  0.1860
H: 1.453 -0.350 -1.324  0.1176

List of relative energies, unit kJ/mol: one 0.0; two 11.6; three 44.7

one.
DFT (ωB97M-V with the def2-TZVPD basis set) results for a 2-piece molecular cluster, C10H10N2O2 overall.

Results
- HOMO: -8.654 eV
- M: 190.20 g/mol
- SMILES string: O=c1cc[nH]c(=O)[nH]1.c1ccccc1

Last column: Löwdin charge in e.
Cartesian coordinates (Å):
O: 3.268 -2.374 2.220  0.0055
C: 3.044 -1.350 1.470  -0.4224
C: 3.881 -0.111 1.473  -0.0147
C: 3.513 0.950 0.828  -0.0663
N: 2.085 1.087 0.462  0.1691
C: 1.449 -0.187 0.172  -0.4379
O: 0.357 -0.340 -0.345  0.0182
N: 1.980 -1.322 0.691  0.1664
H: 5.003 -0.074 1.807  0.1622
H: 4.121 1.824 0.861  0.1124
H: 1.772 1.870 0.058  0.0827
H: 1.297 -2.155 0.247  0.2856
C: -4.668 0.778 -1.898  -0.0570
C: -4.581 0.144 -0.560  -0.0832
C: -3.294 0.138 0.093  -0.1088
C: -2.059 0.432 -0.533  -0.1105
C: -2.185 1.084 -1.746  -0.1360
C: -3.377 1.270 -2.409  -0.1171
H: -5.558 0.654 -2.586  0.0988
H: -5.358 -0.539 -0.240  0.0775
H: -3.049 -0.553 1.022  0.1244
H: -1.189 -0.091 -0.004  0.0773
H: -1.434 1.559 -2.340  0.0866
H: -3.396 1.964 -3.243  0.0873

two.
DFT (ωB97M-V with the def2-TZVPD basis set) results for a 2-piece molecular cluster, C10H10N2O2 overall.

Results
- HOMO: -9.040 eV
- M: 190.20 g/mol
- SMILES string: O=c1cc[nH]c(=O)[nH]1.c1ccccc1

Last column: Löwdin charge in e.
Cartesian coordinates (Å):
O: -0.548 -3.252 1.130  0.0716
C: 0.545 -3.292 0.586  -0.4568
C: 1.304 -2.101 0.153  0.0176
C: 2.397 -2.333 -0.567  -0.0989
N: 2.937 -3.555 -0.836  0.1012
C: 2.335 -4.736 -0.550  -0.4943
O: 2.547 -5.853 -1.010  0.0808
N: 1.262 -4.447 0.339  0.1901
H: 1.077 -1.076 0.248  0.0989
H: 2.968 -1.499 -1.056  0.1458
H: 3.750 -3.879 -1.421  0.1937
H: 0.717 -5.283 0.415  0.1502
C: -2.789 3.383 1.117  -0.0770
C: -3.153 3.905 -0.139  -0.1030
C: -2.042 4.176 -0.975  -0.0740
C: -0.759 3.510 -0.791  -0.0613
C: -0.495 3.042 0.474  -0.1620
C: -1.401 2.930 1.445  -0.0741
H: -3.501 3.014 1.981  0.1250
H: -4.225 4.161 -0.068  0.1058
H: -2.264 4.317 -2.029  0.0862
H: -0.042 3.409 -1.561  0.0852
H: 0.459 2.767 0.712  0.0731
H: -1.080 2.693 2.403  0.0765

List of relative energies, unit kJ/mol: one 170.4; two 0.0

one.
DFT (ωB97M-V with the def2-TZVPD basis set) results for C4H11O4 as an isolated structure.

Results
- HOMO: -4.326 eV
- M: 123.13 g/mol
- Charge: -1

Last column: Löwdin charge in e.
Cartesian coordinates (Å):
O: 3.979 -0.348 0.025  -0.1025
C: 2.848 0.114 -0.282  -0.4592
C: 1.667 0.273 0.556  -0.0120
C: 0.393 0.905 -0.118  -0.1809
C: -1.024 0.427 -0.020  -0.3464
O: -1.313 -0.870 -0.559  -0.2303
H: 2.492 0.154 -1.393  0.1583
H: 2.480 1.222 0.150  0.1698
H: 1.715 -0.190 1.516  0.1179
H: 0.632 2.024 0.155  0.1348
H: 0.710 0.986 -1.108  0.0672
H: -1.454 0.548 1.043  0.1113
H: -1.639 1.176 -0.594  0.1055
H: -3.075 -0.424 -2.976  -0.1016
H: -2.109 -0.631 -1.353  -0.0394
O: -2.833 -0.004 -2.173  -0.3414
H: -1.246 -1.654 1.598  0.0338
H: -0.869 -2.207 2.958  -0.0051
O: -1.352 -1.502 2.574  -0.0797

two.
DFT (ωB97M-V with the def2-TZVPD basis set) results for a 3-piece molecular cluster, C4H11O4 overall.

Results
- HOMO: -4.038 eV
- M: 123.13 g/mol
- Charge: -1

Last column: Löwdin charge in e.
Cartesian coordinates (Å):
O: -1.178 1.237 1.630  -0.1094
C: -1.611 0.564 0.660  -0.7472
O: -2.697 0.064 0.451  -0.0431
C: -0.328 -0.092 -0.108  -0.1294
C: -0.575 -1.642 -0.414  -0.2678
C: 0.675 -2.382 -0.933  -0.1620
H: 0.490 -0.110 0.589  0.0488
H: -0.128 0.576 -0.944  0.0781
H: -1.437 -1.743 -1.185  0.1176
H: -0.895 -2.230 0.476  0.1022
H: 1.175 -1.769 -1.810  0.0872
H: 1.428 -2.579 -0.193  0.0399
H: 0.330 -3.346 -1.451  0.0697
H: 1.524 1.875 -2.592  0.0334
H: 1.842 0.670 -1.720  -0.0156
O: 2.101 1.110 -2.513  -0.0584
H: 2.165 0.528 2.453  0.0653
H: 1.316 1.366 1.462  -0.0416
O: 2.177 1.098 1.642  -0.0678

List of relative energies, unit kJ/mol: one 397.1; two 0.0